58
Properties=species:S:1:pos:R:3:forces:R:3 method="wB97M-V/def2-TZVPD" homo_lumo_gap_ha="0.2312 / 0.2950" spin_multiplicity=4 lumo_ev="2.08 / 1.90" de_lowest_kcal_mol=6.5 charge=-1 e_tot_ev=-88941.2668
V -1.73093 -0.50918 -0.80690 -0.5936 0.6203 -0.4003
O -1.17661 -3.27259 -1.07405 -0.2140 -0.1096 -0.2298
N -0.98220 -2.27580 -0.13504 -0.2027 0.3710 -0.2890
C -0.73195 -2.74390 1.01641 0.3088 -0.7180 0.5982
C -0.53191 -2.03763 2.28677 0.0014 0.1440 0.1435
C -0.43325 -2.88125 3.39922 -0.0126 -0.1555 -0.0889
C -0.30975 -2.39444 4.68593 0.0069 0.0130 0.0068
C -0.27946 -1.02578 4.89650 0.0065 0.0433 0.0299
C -0.35345 -0.16887 3.81043 0.0156 -0.0400 0.0113
C -0.46923 -0.64757 2.50931 -0.0270 -0.0166 0.0253
P -0.51007 0.50166 1.10376 0.0217 -0.1319 -0.5034
C 1.25351 0.71575 0.70036 0.0591 0.0996 0.1270
C 2.23911 -0.15367 1.15821 -0.0559 0.0386 0.0055
C 3.54970 -0.02164 0.71616 -0.0117 -0.0240 0.0236
C 3.87940 0.97924 -0.18206 0.0043 0.0461 -0.0149
C 2.90000 1.85678 -0.63363 0.0441 0.0151 -0.0527
C 1.59324 1.73062 -0.19784 -0.0095 -0.1249 0.0164
C -1.03630 2.10694 1.74743 -0.0381 0.0220 0.0590
C -2.35167 2.47192 1.46612 0.0560 0.0601 0.0510
C -2.83327 3.69837 1.90682 -0.0441 -0.0548 -0.0363
C -2.00523 4.55728 2.61127 0.0065 0.0246 0.0170
C -0.68720 4.20219 2.87434 0.0351 0.0346 0.0332
C -0.19942 2.98060 2.44182 -0.0705 -0.0113 -0.0496
H -1.88441 -2.88211 -1.65460 0.0905 -0.0971 0.0617
H -0.71849 -3.83059 1.08173 0.0198 0.0269 0.0574
H -0.47458 -3.95164 3.23471 0.0014 0.0031 0.0283
H -0.24747 -3.07996 5.52087 -0.0028 -0.0172 -0.0048
H -0.19576 -0.62434 5.89824 -0.0003 0.0012 0.0013
H -0.32579 0.90031 3.97501 -0.0053 -0.0072 0.0044
H 1.98635 -0.94126 1.85776 0.0175 -0.0049 -0.0105
H 4.30804 -0.70911 1.07068 -0.0070 0.0035 -0.0045
H 4.89714 1.07142 -0.54056 -0.0040 0.0083 -0.0032
H 3.14216 2.62253 -1.35895 0.0026 0.0024 0.0039
H 0.83015 2.38791 -0.59521 -0.0059 -0.0185 -0.0363
H -2.97909 1.80664 0.88033 -0.0290 0.0202 0.0034
H -3.85173 3.98468 1.67890 0.0004 0.0032 0.0065
H -2.38044 5.51696 2.94469 0.0012 0.0014 -0.0024
H -0.03717 4.88475 3.40782 -0.0049 0.0008 -0.0011
H 0.83517 2.70966 2.61938 -0.0088 0.0016 0.0028
O -3.07690 -1.60384 -2.21688 0.1487 -0.1127 -0.1505
S -4.06586 -0.76310 -1.42028 0.8027 -0.0252 0.5777
O -5.44223 -0.93523 -1.77143 0.0482 0.0099 -0.0124
O -3.67800 -1.12560 -0.00098 -0.1934 -0.1124 0.0903
O -3.49154 0.61590 -1.54070 -0.2636 0.2526 -0.2111
O 0.50422 1.93574 -3.36343 -0.0465 -0.1044 0.1567
C 0.27897 0.78268 -2.99389 0.3411 0.2220 -0.4834
O -0.40015 0.45144 -1.97459 -0.1773 -0.1613 0.3998
C 0.90555 -0.35150 -3.78973 0.0095 -0.0303 0.0542
C 0.96558 -1.64211 -3.28059 -0.0016 -0.0036 0.0065
C 1.56665 -2.65884 -4.00977 -0.0039 -0.0340 0.0318
C 2.10902 -2.39228 -5.25804 0.0167 -0.0088 -0.0148
C 2.05490 -1.10211 -5.77134 0.0058 -0.0016 -0.0234
C 1.46204 -0.08740 -5.03711 -0.0371 0.0261 0.0255
H 0.54291 -1.84872 -2.30685 -0.0052 0.0063 -0.0319
H 1.60430 -3.66133 -3.60045 0.0026 0.0004 -0.0071
H 2.57345 -3.18633 -5.83087 -0.0041 -0.0006 0.0008
H 2.47604 -0.88999 -6.74706 0.0003 0.0018 0.0020
H 1.41391 0.92774 -5.40814 0.0056 0.0024 -0.0004